[1]
{
  "formula": "C40H48BFN7O5RhS2",
  "method": "ωB97M-V/def2-TZVPD",
  "symbols": ["H", "H", "H", "H", "N", "C", "H", "H", "C", "O", "H", "S", "C", "O", "H", "C", "C", "H", "C", "C", "H", "N", "C", "H", "C", "C", "H", "H", "C", "C", "H", "H", "H", "C", "H", "C", "F", "S", "Rh", "H", "B", "H", "N", "C", "H", "H", "H", "H", "O", "H", "C", "C", "C", "C", "H", "C", "O", "C", "N", "C", "H", "C", "C", "C", "C", "C", "C", "C", "H", "C", "H", "C", "H", "H", "H", "H", "N", "H", "C", "O", "H", "N", "C", "H", "H", "H", "H", "H", "C", "H", "H", "C", "C", "C", "H", "H", "H", "C", "H", "C", "H", "H", "H", "C", "N"],
  "positions_angstrom": [[-0.19229, 4.72449, -6.30053], [-7.75416, 5.80433, -5.51570], [-0.63092, 4.64130, 2.04178], [4.89081, 0.72347, -1.49504], [-0.73568, 1.52171, 1.07919], [-2.65896, -3.96708, -2.24913], [-2.03006, -2.40021, 3.90356], [-1.63826, 2.82198, 3.84342], [-1.47390, -3.35954, -2.99609], [1.79598, 0.06801, 1.30694], [-6.30537, 4.41740, -4.30770], [-1.32736, -1.61302, -2.49338], [4.94417, -2.38196, 3.14120], [1.67401, 0.90332, -1.20821], [-1.63201, -3.34841, -4.07550], [3.70290, -1.25112, -0.05049], [-1.25007, 2.66666, 2.84856], [3.51233, -2.10957, 0.59333], [-3.57942, 4.43956, -4.32552], [4.13237, -0.12098, 2.45155], [-5.95768, 5.95646, -3.52641], [-1.27900, -1.11987, 2.42281], [-1.47594, -2.31688, 2.98079], [5.57046, -4.34491, 3.73456], [4.73616, -3.66067, 3.63975], [5.13591, -1.17149, -0.51327], [0.01002, 3.09838, -0.11650], [3.00494, -1.24596, -0.89108], [6.88666, -0.04094, -1.72705], [0.51355, 1.70773, -3.12118], [3.79324, 0.67665, 3.11449], [0.28960, -2.94009, 0.32157], [3.29470, -5.06782, 4.37802], [-0.29012, -2.58652, 1.15622], [-3.07046, -4.81539, -2.79350], [-0.74690, 3.57720, 1.92425], [-4.93830, 4.11141, -2.39090], [3.27435, 0.24256, 0.87859], [0.20565, 0.09072, -0.01913], [-6.73449, 7.23123, -5.36051], [-1.83204, 0.19995, 3.03080], [-0.51381, -3.82322, -2.77882], [-0.15984, 3.13733, -4.92830], [-1.40415, 3.33861, -4.35099], [-4.22697, 6.13257, -7.78189], [-5.94719, 4.89946, -6.94018], [1.28650, 3.79438, -6.25875], [1.78897, -1.18128, 3.39014], [-0.21198, -1.63669, -1.44127], [-6.73752, 6.17834, -7.62426], [0.20326, 3.71376, -6.23524], [-3.81383, 3.82920, -3.07770], [-0.75888, 1.77525, -2.51946], [6.02114, -2.20531, -0.22242], [8.00104, -2.98560, -0.48339], [-0.42027, 2.80613, 0.82722], [2.54268, 0.54599, -3.23607], [7.75716, -1.08868, -1.45677], [-1.22254, 1.44370, 2.32431], [7.32494, -2.16723, -0.69862], [8.76866, -1.06844, -1.84289], [-3.67701, -2.84055, -2.08991], [-2.37409, 4.15623, -4.94555], [-2.92676, 2.95911, -2.52191], [3.46251, -4.06131, 4.01535], [0.73831, 2.36005, -4.29773], [-0.27816, 2.85007, -7.39188], [2.40587, -3.16305, 3.93393], [-2.34074, -4.32025, -1.26566], [3.88635, -1.48448, 3.03082], [1.41377, -3.46031, 4.25077], [-4.07522, 6.49807, -5.62841], [5.68007, -3.05493, 0.35920], [-4.12281, -2.59519, -3.05756], [-0.82559, -4.35101, 2.38218], [-3.00271, 6.49484, -5.78354], [-4.51929, 5.27532, -4.96785], [-2.58003, -1.79803, -0.51532], [5.58194, -0.07973, -1.25793], [-1.13077, 1.08383, -1.54198], [-2.18457, 4.57420, -5.92416], [-6.11408, 5.90334, -6.86742], [2.61471, -1.87884, 3.45178], [1.70672, 2.24535, -4.76912], [-4.96660, 7.64844, -7.24876], [-3.14892, 2.49002, -1.57054], [5.18412, 0.03806, 2.20533], [-3.03936, 0.21798, 2.91194], [-4.78766, 6.60944, -6.98173], [-1.53284, 0.25182, 4.19695], [-1.36310, 2.72896, -7.37550], [-1.70144, 2.69649, -3.14182], [-5.89152, 5.40965, -4.46866], [-2.88591, -1.65572, -1.55456], [-3.38383, -0.69292, -1.65871], [7.22212, 0.80377, -2.31667], [0.01056, 3.30131, -8.34090], [-6.72697, 6.15651, -5.52101], [-4.30680, 7.37005, -5.00696], [1.66359, 0.96013, -2.51309], [-4.48466, -3.10990, -1.41043], [0.17457, 1.85934, -7.33680], [5.94191, -2.07309, 2.84784], [-0.85946, -3.28825, 2.20678], [-0.56674, -1.28450, 1.29952]],
  "lowdin_charge": [0.114, 0.142, 0.104, 0.104, -0.069, -0.217, 0.136, 0.137, -0.289, -0.598, 0.135, 1.015, -0.054, -0.205, 0.093, -0.254, -0.053, 0.101, -0.126, -0.238, 0.138, -0.046, -0.069, 0.111, -0.067, -0.277, 0.112, 0.092, -0.065, -0.031, 0.107, 0.106, 0.109, -0.143, 0.121, -0.029, 0.075, 1.073, 1.277, 0.139, -0.387, 0.100, -0.016, -0.112, 0.137, 0.184, 0.128, 0.104, -0.621, 0.189, -0.172, -0.185, -0.308, -0.046, 0.110, -0.116, 0.098, -0.074, -0.045, -0.066, 0.109, -0.223, 0.058, 0.096, -0.071, 0.058, -0.054, -0.067, 0.119, -0.282, 0.100, -0.120, 0.111, 0.117, 0.107, 0.125, -0.088, 0.094, -0.048, -0.113, 0.104, 0.066, -0.041, 0.158, 0.141, 0.147, 0.105, 0.071, -0.066, 0.078, 0.073, -0.042, -0.123, -0.297, 0.088, 0.109, 0.087, -0.070, 0.140, -0.568, 0.124, 0.088, 0.117, -0.045, -0.085],
  "fmax_ev_per_a": 1.46,
  "relative_energy_kcal_mol": 2.1,
  "gap_ev": 7.3,
  "homo_ev": -12.27,
  "charge": 2,
  "energy_ha": -3343.70590
}

[2]
{
  "formula": "C40H48BrN3O6Rb",
  "method": "ωB97M-V/def2-TZVPD",
  "symbols": ["C", "C", "H", "C", "H", "C", "H", "O", "C", "C", "H", "H", "H", "C", "C", "C", "H", "C", "C", "Br", "H", "C", "H", "H", "H", "H", "C", "C", "H", "H", "H", "H", "H", "H", "H", "C", "C", "H", "C", "C", "H", "H", "C", "H", "H", "C", "H", "C", "H", "C", "H", "H", "H", "C", "H", "O", "H", "H", "H", "H", "C", "H", "H", "O", "H", "H", "O", "H", "H", "C", "N", "C", "N", "C", "C", "H", "O", "C", "H", "H", "H", "C", "C", "H", "C", "H", "C", "C", "H", "C", "H", "C", "C", "C", "C", "C", "N", "O", "Rb"],
  "positions_angstrom": [[-4.65180, -0.37901, -0.64524], [3.02049, 4.35670, -0.79673], [1.92462, 5.51342, 2.79461], [1.46913, 4.12829, 1.15155], [1.22937, 3.42225, 1.95509], [-1.60292, 2.11542, 5.23559], [-0.55289, -6.62906, 1.35718], [6.82811, -3.73954, -5.60885], [0.18465, 4.89634, 0.76747], [-3.81952, -2.10226, 0.80614], [-0.80264, 1.14582, -1.60113], [-0.99530, 0.44196, -3.25066], [-4.45537, 3.49704, 3.69868], [-2.56341, -6.56071, -0.42174], [1.72122, 2.32169, -0.60967], [-2.86780, 2.21496, 3.03787], [-0.77793, 2.50977, 5.82690], [-1.75030, 2.77278, 3.84902], [-5.24861, 1.79428, 2.66810], [3.70738, -1.81643, -2.03852], [3.07995, -0.72097, 4.48596], [3.54812, 0.35240, 2.68844], [-0.96976, 4.73600, 4.26878], [2.60669, 6.05536, 1.19478], [0.96537, -0.33999, -4.61412], [3.35146, 4.63331, 2.09030], [1.06733, 0.93653, -2.76797], [-1.94836, 4.28976, 3.96581], [-4.67324, -1.21927, -1.40591], [-0.87449, -1.19253, 1.29353], [-3.63685, -2.74733, -0.07123], [-3.45337, -7.19340, -0.45222], [-2.22577, 4.86763, 3.09807], [2.24133, -4.21728, -5.99039], [6.87995, -4.12921, -6.52392], [-2.59125, 1.01467, 2.20260], [-2.76863, -5.63604, -1.63300], [-5.65299, -0.34205, -0.20388], [2.81194, 2.86682, -2.67738], [3.11534, 0.88038, 1.48234], [0.92812, 1.44374, -4.90189], [-1.50296, 1.00949, 5.25503], [1.73946, 0.72235, 1.17337], [3.29076, 5.28259, -0.35970], [3.05228, 2.81794, -3.73754], [-3.70547, 0.35280, 1.50080], [1.27451, 0.01924, -2.22322], [5.30264, -2.73181, -4.06579], [4.05299, 4.63995, -2.68643], [5.53416, -3.56480, -5.17911], [-5.78697, 0.07374, 1.65156], [-4.40602, -5.31466, -2.69087], [-2.54465, 2.30512, 5.78441], [1.48918, -0.76405, 3.07256], [-3.17993, -2.55348, 1.55340], [-4.10185, -5.47543, -1.77449], [0.38389, 5.60365, -0.06731], [-0.65303, 4.19876, 0.51886], [-4.43123, 0.60156, -1.17354], [-6.26047, 2.04823, 2.87440], [2.39727, 5.16756, 1.84536], [3.75025, 1.40927, 0.81543], [6.04699, -2.27037, -3.40536], [-0.38397, -3.47447, 0.48115], [-1.64527, -7.14647, -0.61426], [-2.55235, -0.54607, -0.04512], [-2.50147, -5.84201, 0.78234], [0.87679, -1.49737, 3.60245], [2.49123, 0.68383, -4.33618], [-1.16624, -5.69260, 1.32619], [-1.29621, 0.76553, 1.94392], [3.94330, -2.66103, -3.68176], [1.14052, 1.27498, 0.11902], [2.72472, -0.47008, 3.50740], [-4.96320, 0.67410, 1.96706], [-0.14295, 5.53806, 1.55701], [-1.85240, -5.18894, -2.36005], [-0.19957, -4.70671, 0.47778], [4.56125, -4.64762, -6.83870], [-4.88863, -2.22297, 1.07538], [4.55666, 0.52304, 2.99438], [3.15633, -3.87118, -5.46786], [-3.56389, -0.63716, 0.44268], [-2.64216, 4.55463, 4.80633], [1.38462, 0.66898, -4.26783], [-0.78050, 2.57122, 3.31600], [-4.20387, 2.54023, 3.19577], [-0.47006, 1.20512, -2.64889], [-0.61705, 2.28803, -2.94597], [0.88995, -0.09818, 2.00117], [-1.31568, -5.21345, 2.37348], [4.43754, -4.11924, -5.91636], [-0.54456, -0.19621, 1.69440], [3.38177, 4.00080, -2.07069], [1.93839, 2.01798, -2.05729], [2.12305, 3.56380, -0.06917], [2.88592, -3.09723, -4.36094], [0.66470, -5.39677, -0.12588], [1.03412, -3.96447, -2.24313]],
  "lowdin_charge": [-0.085, -0.077, 0.074, -0.365, 0.125, -0.061, 0.115, 0.040, -0.068, -0.065, 0.053, 0.068, 0.111, -0.138, -0.162, -0.130, 0.069, -0.389, -0.098, 0.864, 0.072, -0.113, 0.078, 0.070, 0.083, 0.091, -0.380, -0.097, 0.084, 0.117, 0.072, 0.124, 0.064, 0.122, 0.134, -0.106, -0.414, 0.053, -0.099, -0.039, 0.071, 0.085, -0.287, 0.072, 0.090, -0.132, 0.076, -0.039, 0.093, -0.272, 0.093, 0.139, 0.075, -0.097, 0.070, 0.100, 0.087, 0.091, 0.099, 0.088, -0.098, 0.091, 0.112, -0.063, 0.141, 0.141, -0.123, 0.109, 0.061, -0.097, 0.115, -0.777, 0.080, -0.157, -0.088, 0.040, 0.016, -0.730, 0.101, 0.087, 0.073, -0.125, -0.376, 0.079, -0.099, 0.130, -0.061, -0.072, 0.096, -0.141, 0.144, -0.010, -0.085, -0.126, -0.110, -0.178, -0.058, -0.258, 0.912],
  "fmax_ev_per_a": 4.04,
  "relative_energy_kcal_mol": 117.2,
  "gap_ev": 3.9,
  "homo_ev": -2.64,
  "charge": -1,
  "energy_ha": -4766.78833
}

[3]
{
  "formula": "C40H48ClIN5O2PSTi",
  "method": "ωB97M-V/def2-TZVPD",
  "symbols": ["H", "H", "C", "C", "H", "Ti", "H", "H", "H", "H", "H", "H", "C", "N", "H", "H", "H", "H", "C", "H", "H", "H", "C", "N", "H", "Cl", "C", "H", "H", "C", "H", "H", "H", "C", "C", "C", "H", "N", "H", "O", "C", "H", "C", "H", "N", "C", "H", "H", "C", "C", "H", "H", "C", "H", "C", "H", "H", "C", "O", "C", "P", "C", "C", "C", "H", "C", "C", "C", "H", "H", "H", "C", "C", "C", "C", "H", "C", "C", "S", "H", "H", "C", "H", "H", "H", "I", "C", "H", "H", "N", "C", "C", "H", "C", "C", "H", "C", "C", "C", "H"],
  "positions_angstrom": [[-0.13633, -0.07631, -4.57915], [-2.76221, -6.76605, -0.89699], [-4.98416, 3.09218, -1.43850], [-1.48062, 2.41253, -0.24616], [2.47500, 1.97777, 1.63664], [0.40837, 0.21456, 0.10153], [-1.79146, 0.11836, -4.23932], [-1.55568, 4.74416, 1.26317], [-1.58008, -2.14028, -2.28806], [-1.64216, 4.97698, -1.11260], [-2.76401, 0.81038, 4.30413], [0.31193, 5.54418, 2.64945], [2.86552, -2.89804, -2.43720], [-1.56400, 0.71442, -1.89631], [2.41852, 4.15272, 2.79689], [3.66964, -2.48993, -0.49086], [1.55665, -5.34120, -2.43562], [3.49278, -1.51670, 5.28643], [1.49700, -0.80938, 5.21860], [1.64046, -5.72025, 0.01937], [-0.38039, -6.06522, -0.91258], [3.53211, -2.16350, -2.89333], [1.85174, -3.53947, -0.14699], [-0.35026, -0.00258, 2.14426], [1.91505, -2.80671, -2.97422], [1.29113, -0.91189, 6.94118], [1.90369, -0.61528, 2.41757], [2.08450, -3.31921, 0.90397], [-3.68954, -5.26477, -2.59976], [-4.91053, 4.43139, -1.80146], [-3.63100, 6.14494, -1.96972], [-1.78105, -5.91662, 3.04430], [-3.23160, -3.76062, 3.50272], [-0.63918, 4.17628, 1.34229], [1.61161, 2.62869, 1.56873], [0.42179, -0.36296, 4.41114], [3.54897, -4.56023, -3.65029], [-0.87735, -0.14387, -3.90118], [-1.13502, -5.91397, -2.47807], [-0.18271, -1.69334, -0.39202], [2.30900, -4.98717, -0.43040], [3.27078, -5.11002, 0.07888], [-0.83840, 0.07943, 4.87520], [0.97841, -5.00536, 2.22984], [-1.11974, 1.15920, -0.65555], [2.68507, -2.53646, -0.96831], [-0.29770, -3.55181, 4.26845], [-3.22877, -2.97509, -0.63041], [-2.58691, 4.45262, -1.17797], [-0.53673, 2.94094, 0.62919], [-2.50014, -5.43667, 0.20288], [4.42176, -4.34825, -2.14063], [2.51500, -5.31621, -1.91026], [-1.59069, -4.40015, 5.08549], [-0.72664, -4.01734, -1.60367], [-2.26390, 0.65813, 1.85352], [-1.89116, -3.52967, -3.30996], [0.63461, -0.33005, 3.02296], [2.02526, -0.41460, 1.13340], [-0.50575, -3.61638, 1.51093], [0.05115, -3.18266, -0.16939], [3.42575, -4.30545, -2.59563], [-2.51336, -5.70287, -0.85659], [-2.24445, -3.32559, 3.32691], [-0.25474, -6.08737, 3.88692], [-0.85526, -5.39120, 3.30001], [-1.20454, -4.14243, 4.09826], [2.68823, -1.16669, 4.65408], [-3.92517, 1.39417, -0.67157], [2.92868, -6.32453, -1.98860], [-5.78258, 4.94024, -2.19125], [-1.97756, -3.31427, 1.80782], [-1.84672, -3.19661, -2.26700], [-3.86917, 2.44176, -0.93895], [-1.12870, -5.49521, -1.46575], [-5.91683, 2.55274, -1.54558], [-1.52520, 0.38132, 2.59746], [2.89999, -1.06338, 3.26442], [1.13501, 0.49101, -2.26118], [0.08421, -2.87684, 2.07323], [-2.60789, -4.06029, 1.32525], [0.39026, 4.60988, 2.10886], [2.26471, -1.53880, -0.88866], [0.12156, -3.96821, -2.29441], [-2.28159, -2.30948, 3.71338], [4.72883, -1.60115, 2.44259], [-0.56970, 0.38054, -2.66087], [-0.25883, -5.77741, 1.26011], [-1.02826, 0.11072, 5.93939], [0.59237, 2.15442, 0.79761], [-3.70641, 5.10688, -1.67157], [1.57276, 3.82379, 2.21124], [-3.96182, -2.85182, -2.20832], [-1.79534, 0.46059, 3.97606], [-0.09266, -5.01307, 2.01987], [-4.55040, -5.02215, -1.09102], [-3.58231, -4.88491, -1.57770], [-2.65402, 3.11474, -0.78882], [-3.21526, -3.40470, -1.63454], [-2.25090, -2.34970, 1.37536]],
  "lowdin_charge": [0.067, 0.115, -0.089, -0.219, 0.111, 0.881, 0.092, 0.108, 0.077, 0.114, 0.113, 0.101, -0.197, 0.024, 0.096, 0.088, 0.093, 0.094, -0.616, 0.084, 0.090, 0.115, -0.320, 0.044, 0.106, 0.689, -0.445, 0.101, 0.115, -0.102, 0.100, 0.116, 0.114, -0.029, -0.128, -0.171, 0.110, 0.052, 0.124, -0.418, -0.172, 0.124, -0.012, 0.114, -0.167, -0.212, 0.110, 0.097, -0.042, -0.221, 0.080, 0.116, -0.197, 0.113, -0.316, 0.117, 0.127, -0.153, -0.229, -0.333, 0.915, -0.198, -0.194, -0.167, 0.112, -0.181, -0.193, -0.167, 0.104, 0.114, 0.096, -0.176, -0.177, -0.044, -0.180, 0.098, -0.092, -0.643, 0.658, 0.111, 0.084, -0.081, 0.017, 0.095, 0.087, 0.956, -0.857, 0.092, 0.097, -0.034, -0.087, -0.077, 0.116, -0.032, -0.174, 0.110, -0.192, -0.174, -0.185, 0.101],
  "fmax_ev_per_a": 1.00,
  "relative_energy_kcal_mol": 2.9,
  "gap_ev": [5.3, 5.3],
  "homo_ev": [-5.69, -5.70],
  "energy_ha": -4324.40978
}

Number 3 is which compound? C40H48ClIN5O2PSTi